[1]
Formula: CH6NPS
Source: OMol25
Level of theory: ωB97M-V with the def2-TZVPD basis set

## Properties
Orbital gap (spin up / spin down) in Eh: 0.30665 / 0.32347
E_LUMO (spin up / spin down) in eV: 0.9 / -1.3

Structure (ORCA input):
```
! wB97M-V def2-TZVPD RIJCOSX def2/J DEFGRID3
* xyz 0 3
S 0.53284 -2.66273 -1.55330
P 1.16715 -1.37492 -0.22047
N 2.68616 2.14789 0.97320
C -1.27660 -2.53005 -1.49716
H -1.49520 -1.64933 -2.21733
H 3.44565 1.92024 0.21106
H -1.69823 -3.39775 -1.80813
H 2.29234 1.26754 1.20685
H -1.61283 -2.19697 -0.49030
H 3.22690 2.48523 1.68367
*
```

[2]
Formula: CH6NPS2
Source: OMol25
Level of theory: ωB97M-V with the def2-TZVPD basis set

## Properties
Orbital gap (spin up / spin down) in Eh: 0.23278 / 0.23969
E_LUMO (spin up / spin down) in eV: -2.7 / -2.6

Structure (ORCA input):
```
! wB97M-V def2-TZVPD RIJCOSX def2/J DEFGRID3
* xyz 0 1
S -1.58071 -1.98042 -0.30027
S -2.89780 0.77323 1.05143
P -1.91322 -0.07197 -0.44340
N -3.08719 0.23626 -1.58385
C 0.59273 0.95262 2.14928
H 0.43509 0.52138 3.18029
H 1.25777 0.08124 1.88962
H -0.35472 0.66126 1.55395
H -2.75064 0.05424 -2.47276
H 0.81566 1.83818 1.97953
H -3.53326 1.11292 -1.69897
*
```

[3]
Formula: CH6NS
Source: OMol25
Level of theory: ωB97M-V with the def2-TZVPD basis set

## Properties
Orbital gap in Eh: 0.23928
E_LUMO in eV: 4.0

Structure (ORCA input):
```
! wB97M-V def2-TZVPD RIJCOSX def2/J DEFGRID3
* xyz -1 1
S 1.36133 -3.12702 1.01982
N -0.88623 0.20970 -0.13309
C -0.00164 1.24908 -0.66437
H -0.02344 1.23025 -1.74518
H -0.57062 -0.73485 -0.34021
H 0.33452 -2.44535 1.54255
H 1.00163 1.22596 -0.23618
H -0.80307 0.20068 0.87979
H -0.41249 2.19156 -0.32312
*
```

[4]
Formula: CH6NS
Source: OMol25
Level of theory: ωB97M-V with the def2-TZVPD basis set

## Properties
Orbital gap in Eh: 0.24891
E_LUMO in eV: 4.6

Structure (ORCA input):
```
! wB97M-V def2-TZVPD RIJCOSX def2/J DEFGRID3
* xyz -1 1
S -0.24864 -1.84267 -0.52631
N 1.13388 0.34591 1.63089
C -0.86038 -0.21733 -1.15021
H 1.92138 0.34259 0.97511
H 0.88374 1.31576 1.76594
H -1.62677 -0.42640 -1.90650
H 0.41835 -0.16727 1.10649
H -0.14534 0.49332 -1.56565
H -1.47621 0.15610 -0.32977
*
```

[5]
Formula: CH6NS
Source: OMol25
Level of theory: ωB97M-V with the def2-TZVPD basis set

## Properties
Orbital gap in Eh: 0.26346
E_LUMO in eV: 4.5

Structure (ORCA input):
```
! wB97M-V def2-TZVPD RIJCOSX def2/J DEFGRID3
* xyz -1 1
S 2.72847 -0.34166 0.09818
N -0.90660 0.01235 -0.82612
C -0.83736 0.52753 0.54936
H -0.98749 1.61224 0.52523
H -1.65472 0.10268 1.14238
H -0.02334 0.27694 -1.26450
H 2.36061 -1.50584 -0.46249
H 0.12936 0.31342 1.00470
H -0.80894 -0.99765 -0.76674
*
```

[6]
Formula: CH6NS
Source: OMol25
Level of theory: ωB97M-V with the def2-TZVPD basis set

## Properties
Orbital gap (spin up / spin down) in Eh: 0.38039 / 0.26207
E_LUMO (spin up / spin down) in eV: 0.9 / -1.9

Structure (ORCA input):
```
! wB97M-V def2-TZVPD RIJCOSX def2/J DEFGRID3
* xyz 0 2
S 1.13695 1.31106 0.70995
N -0.64417 0.02902 -2.07033
C 0.36534 -0.25736 1.59125
H 0.09210 -0.55221 -1.67895
H 1.16528 -0.60706 2.26710
H 0.19874 -0.92736 0.72296
H -0.30627 1.01100 -2.23260
H -1.39880 -0.01179 -1.38648
H -0.60917 0.00469 2.07709
*
```

[7]
Formula: CH6NS2
Source: OMol25
Level of theory: ωB97M-V with the def2-TZVPD basis set

## Properties
Orbital gap (spin up / spin down) in Eh: 0.32608 / 0.29526
E_LUMO (spin up / spin down) in eV: -5.3 / -4.8

Structure (ORCA input):
```
! wB97M-V def2-TZVPD RIJCOSX def2/J DEFGRID3
* xyz 1 1
S 1.68652 -0.82726 -0.14518
S -1.41654 -1.06042 -0.29308
N -0.01557 1.20546 -0.54203
C 0.07079 -0.15914 0.03326
H -1.22316 -2.02374 0.60987
H -0.52153 1.84263 0.09375
H 1.36121 -2.10841 0.04284
H -0.34198 0.34203 2.34541
H -0.52657 1.19791 -1.44189
H 0.92684 1.59092 -0.70295
*
```

[8]
Formula: CH6O
Source: OMol25
Level of theory: ωB97M-V with the def2-TZVPD basis set

## Properties
Orbital gap (spin up / spin down) in Eh: 0.07962 / 0.35646
E_LUMO (spin up / spin down) in eV: 3.7 / 3.7

Structure (ORCA input):
```
! wB97M-V def2-TZVPD RIJCOSX def2/J DEFGRID3
* xyz -1 2
O -1.58224 -3.19637 1.38918
C 1.10151 2.12312 -0.84755
H -1.59435 -3.88753 2.08006
H 0.35870 1.68651 -0.17906
H 0.81613 1.83558 -1.85505
H 1.11171 3.19936 -0.71109
H -2.29088 -3.45262 0.76574
H 2.07941 1.69195 -0.64223
*
```

[9]
Formula: CH6O
Source: OMol25
Level of theory: ωB97M-V with the def2-TZVPD basis set

## Properties
Orbital gap in Eh: 0.44567
E_LUMO in eV: 0.9
SMILES: C.O

Structure (ORCA input):
```
! wB97M-V def2-TZVPD RIJCOSX def2/J DEFGRID3
* xyz 0 1
O -1.69253 -1.75162 1.18922
C 0.00000 0.00000 0.00000
H -0.16192 -0.85234 -0.67624
H -0.93031 0.58052 0.08666
H 0.29464 -0.37080 0.99282
H -1.69162 -0.77566 1.06363
H -0.82037 -2.04713 0.84242
H 0.79687 0.64199 -0.40354
*
```

[10]
Formula: CH6O2
Source: OMol25
Level of theory: ωB97M-V with the def2-TZVPD basis set

## Properties
Orbital gap in Eh: 0.38355
E_LUMO in eV: 0.6
SMILES: CO.O

Structure (ORCA input):
```
! wB97M-V def2-TZVPD RIJCOSX def2/J DEFGRID3
* xyz 0 1
O 1.05765 -1.01311 -0.08122
O -2.30371 -0.01010 -0.06185
C 1.65323 0.36539 -0.02439
H 2.73833 0.27862 -0.55974
H -2.82485 -0.28526 -0.72569
H 0.07691 -0.83178 0.25093
H 1.47004 0.66948 1.13341
H 0.95311 1.24321 -0.58344
H -2.82070 -0.41645 0.65197
*
```

Ordered largest force on an atom results: 5.140; 12.536; 1.044; 1.681; 0.290; 2.106; 1.031; 0.525; 1.406; 5.370; unit eV Å⁻¹.
Ordered energy above the lowest of the compared OMol25 structures with the same formula, charge and spin results: 0.000; 3.062; 0.186; 0.256; 0.043; 0.337; 4.073; 0.048; 0.280; 1.581; unit eV.
Ordered electronic energy results: -22746.2228; -33581.8538; -13460.3219; -13460.2511; -13460.4647; -13457.9786; -24283.3462; -3180.1956; -3181.3949; -5227.3097; unit eV.